C18H19N5O3 | wB97M-V/def2-TZVPD

Each line ends with the Mulliken charge.
Element x y z (Å)
C 0.021882 -4.395707 -1.614227  -1.17
C -0.797399 -3.268813 -2.230379  -0.02
C -2.050390 -2.955354 -1.412851  -1.10
N -1.717946 -2.527491 -0.066301  0.05
C -1.942484 -3.364513 1.003252  0.45
O -2.458054 -4.452626 0.895808  -0.64
N -1.550091 -2.878091 2.241097  -0.04
C -0.962258 -1.664951 2.585524  0.30
O -0.698482 -1.392153 3.739332  -0.69
C -0.763332 -0.869627 1.410379  0.36
C -1.134695 -1.316253 0.147781  0.86
N -0.843226 -0.385407 -0.778243  -0.71
C -0.305313 0.628804 -0.110274  -0.12
C 0.132387 1.826563 -0.808406  0.56
C 0.639302 1.676549 -2.102354  -0.49
C 1.061065 2.771240 -2.824607  -0.88
C 0.971752 4.047171 -2.264042  0.55
C 1.411481 5.175800 -2.992891  0.04
N 1.772426 6.091855 -3.579868  -0.50
C 0.440065 4.209311 -0.983861  -0.81
C 0.023676 3.107866 -0.265422  -0.17
N -0.241137 0.387926 1.226218  -0.11
C 0.453779 1.097351 2.273348  -1.14
C 1.937126 1.256336 1.934373  -0.46
O 2.449196 -0.013962 1.615534  -0.21
C 3.818377 0.003461 1.306510  -0.82
H 0.414086 -4.101581 -0.642886  0.24
H 0.861392 -4.649728 -2.256751  0.40
H -0.592747 -5.282227 -1.477372  0.29
H -1.115396 -3.549712 -3.235556  0.40
H -0.193211 -2.363346 -2.304621  0.05
H -2.675541 -3.844718 -1.311809  0.52
H -2.614137 -2.150835 -1.891125  0.31
H -1.731286 -3.513006 3.011128  0.25
H 0.693766 0.684722 -2.521297  0.54
H 1.460268 2.653031 -3.820920  0.47
H 0.353137 5.200637 -0.564136  0.47
H -0.414199 3.252396 0.709575  0.45
H 0.005875 2.077261 2.453197  0.29
H 0.351661 0.488651 3.175396  0.47
H 2.461213 1.682303 2.803480  0.51
H 2.072915 1.941920 1.081819  0.41
H 4.096890 -1.022742 1.078482  0.23
H 4.412337 0.364619 2.154477  0.31
H 4.020391 0.641351 0.436575  0.32

Cartesian forces (eV/Å) of the 6 atoms listed first:
-0.10 0.13 -0.14
-0.06 -0.10 0.20
0.01 -0.10 -0.49
-0.11 -0.16 0.00
-0.04 0.08 -0.04
-0.11 -0.36 0.01

Results
- Energy above the lowest of the compared OMol25 structures with the same formula, charge and spin: 1.78 kcal per mole
- Gap between HOMO and LUMO: 7.8 eV
- SMILES: CCCn1c(=O)[nH]c(=O)c2c1nc(-c1ccc(C#N)cc1)n2CCOC
- HOMO level: -8.4 eV